No. 1
The following is a quantum chemistry calculation of an isolated molecule of C2H3Br2NOSi, from the OMol25 dataset.

Structure (XYZ):
```
10
Properties=species:S:1:pos:R:3
Br -3.00404 1.48364 -1.24642
Br -3.05956 -1.88337 0.51130
Si -2.03716 0.05530 0.17086
O -2.51560 0.50933 1.70644
N -1.56451 2.16452 3.15316
C -2.00170 1.30320 2.54101
C -0.26742 0.11871 -0.42999
H 0.00177 1.01701 -0.95820
H 0.20883 -0.78468 -0.89008
H 0.46980 0.05890 0.31698
```

Values from the calculation:
Kohn-Sham gap: 0.4094 hartree
SMILES: C[Si](Br)(Br)OC#N
relative energy (zero: lowest compared OMol25 entry of this formula, charge and spin): 5.6 kcal per mole
E_LUMO: 0.16 eV

Löwdin population analysis, charges in e, atoms 1 to 6: 0.408, 0.442, -0.235, -0.221, 0.161, -0.431

No. 2
The following is a quantum chemistry calculation of a structure of composition C33H33N6OPS5SbTi, from the OMol25 dataset.

Structure (XYZ):
```
81
Properties=species:S:1:pos:R:3
Sb -0.93181 -2.82675 2.60028
Ti 0.26050 -0.57199 0.39227
S -1.14084 -1.77318 4.74057
S 1.23477 -2.09672 1.92451
S 2.63403 0.39765 0.65077
S -1.88370 -1.26537 1.00253
S 0.21936 1.07683 2.70512
P 1.80777 -2.77072 -1.65750
O 0.98183 -1.63516 -1.01278
N 1.14607 2.53463 0.20889
N -2.41331 1.12724 3.20676
N 0.22309 1.65501 -0.28818
N -1.05480 1.90593 4.86653
N 3.17087 2.91572 1.19774
N -1.16830 -0.12468 -1.46406
C 1.19112 -3.98048 -4.07751
C -0.74610 2.14295 -0.97408
C -0.33552 -5.79249 -0.05403
C 0.32730 3.61519 5.89417
C 1.46957 3.99457 6.58380
C -1.57832 1.13645 -1.65737
C 1.94699 -6.55374 -0.18189
C 0.67255 -2.74597 -6.07319
C 1.37578 -4.33676 -0.91341
C 2.43705 3.05037 6.89425
C 5.69024 -1.86611 -2.40648
C -3.22696 0.41993 -3.22743
C 2.32854 -5.33156 -0.71763
C 4.33634 -2.11297 -2.57892
C -1.73773 -1.09803 -2.16323
C 0.15752 2.28851 5.52664
C 1.11253 1.33534 5.84843
C 0.62033 -6.78266 0.15056
C 2.30510 2.04484 0.69865
C 0.85256 -3.95850 -5.42287
C -0.94796 3.61080 -1.14764
C -2.62111 1.44575 -2.51359
C -1.17159 1.36007 3.65437
C 1.34595 -2.78233 -3.38630
C 5.48961 -2.36088 -0.05476
C 1.16434 -1.56256 -4.04070
C 2.25702 1.72398 6.52571
C -2.76161 -0.87114 -3.06992
C 0.82779 -1.54799 -5.38306
C 6.26355 -1.98825 -1.14922
C 3.55847 -2.47802 -1.48364
C 4.13861 -2.60838 -0.21793
C 0.03939 -4.57185 -0.58623
H 3.00523 3.90935 1.21297
H -0.06464 4.06129 -1.60709
H -1.37129 -5.97698 0.19928
H 3.53526 -2.91114 0.63045
H 0.84341 3.46939 0.44565
H 3.32486 3.34352 7.43863
H -2.49816 0.54501 2.38463
H -3.18488 -1.69825 -3.62205
H 5.94299 -2.46644 0.92170
H 0.95997 0.29885 5.57668
H 6.29768 -1.58827 -3.25726
H 0.73029 -4.88846 -5.96155
H 0.69159 -0.60539 -5.89676
H -3.15965 1.03740 3.88113
H 3.36549 -5.15734 -0.97596
H 3.00151 0.98315 6.78499
H -1.90907 2.21614 5.30981
H 1.32648 -4.92787 -3.56941
H 1.28473 -0.63281 -3.49659
H 7.32203 -1.80353 -1.02047
H -1.36654 -2.09697 -1.98245
H -0.70596 -3.79837 -0.73517
H 2.68884 -7.32499 -0.02489
H -2.96070 2.46230 -2.64211
H 0.32560 -7.73683 0.56700
H 4.00937 2.56817 1.63373
H 0.41174 -2.73157 -7.12316
H 1.59872 5.02656 6.88071
H -0.43336 4.34640 5.64643
H 3.89486 -2.03219 -3.56447
H -4.04242 0.63670 -3.90401
H -1.11423 4.08948 -0.17819
H -1.80339 3.83956 -1.77150
```

Values from the calculation:
Kohn-Sham gap (alpha / beta): 0.2474 / 0.2230 hartree
multiplicity: 2
relative energy (zero: lowest compared OMol25 entry of this formula, charge and spin): 23.2 kcal per mole
net charge: +2
E_LUMO (alpha / beta): -6.20 / -6.87 eV

Löwdin population analysis, charges in e, atoms 1 to 6: 0.465, 0.259, 0.062, 0.017, 0.728, 0.105

No. 3
The following is a quantum chemistry calculation of a structure of composition C37H103AsF6N11O10, from the OMol25 dataset.

Structure (XYZ):
```
168
Properties=species:S:1:pos:R:3
As 10.37636 -9.42797 -3.58233
F 10.30617 -8.57498 -1.99948
F 11.16660 -7.95874 -4.21162
F 8.82136 -8.65965 -4.01164
F 9.58503 -10.84710 -2.86261
F 11.93223 -10.10308 -3.15874
F 10.42274 -10.21226 -5.13530
O 10.44020 -12.42547 -9.46113
O 14.21084 -9.44096 -7.03232
O 4.94580 -12.01394 0.46491
O 6.15619 -12.20424 -6.44970
O 16.29400 -14.68218 -3.57222
O 14.70486 -6.56230 -1.93575
O 4.62283 -5.58960 -2.53952
O 8.34227 -8.71372 -8.83249
O 11.32098 -4.10193 -6.15854
O 7.42208 -6.55121 0.23736
N 8.85750 -13.76080 -11.41852
N 12.92202 -10.04863 -9.75869
N 5.42437 -6.48088 -4.44958
N 6.06482 -7.23837 -2.56803
N 14.44574 -8.00504 0.47515
N 8.54124 -5.72708 -2.76376
N 14.39015 -14.37093 -5.63998
N 7.31369 -12.95809 -2.28781
N 7.12169 -8.55692 -6.18344
N 6.44455 -7.19204 -11.63755
N 10.85555 -1.06522 -5.66129
C 13.70822 -8.84562 -9.46083
C 6.38819 -9.52826 -10.90826
C 14.60652 -5.79910 -3.11428
C 15.01235 -14.20220 -3.34264
C 6.85696 -12.25031 -1.09350
C 10.32118 -11.95555 -8.10306
C 16.88318 -15.47783 -2.57487
C 8.82888 -5.25342 -1.43225
C 12.97932 -13.05678 -4.11742
C 13.97693 -7.75565 -1.89802
C 14.01603 -9.19002 -5.67830
C 6.76092 -8.10142 -10.52046
C 9.43794 -12.44591 -11.67849
C 12.04569 -1.77080 -6.21828
C 8.17822 -7.87827 -9.94850
C 5.34705 -12.60334 -0.77976
C 8.65911 -11.74677 -12.78811
C 6.89817 -13.28789 -6.86681
C 13.57594 -8.49639 -7.91484
C 11.79174 -5.41270 -6.10038
C 3.63253 -12.19091 0.89837
C 9.50312 -8.28236 -8.09986
C 13.89226 -10.00398 -0.72658
C 7.04278 -10.70686 -1.28214
C 6.92217 -11.00840 -6.60094
C 9.55784 -11.70455 -10.33760
C 8.55231 -7.13749 0.90140
C 5.25310 -6.42895 -3.16290
C 7.68231 -5.26108 -0.39083
C 13.16579 -7.63522 -10.31601
C 14.36845 -13.52855 -4.46249
C 14.51143 -8.65727 -0.79854
C 13.23327 -0.86762 -6.03189
C 6.25268 -9.72328 -6.08180
C 12.14958 -3.17496 -5.51478
C 4.95971 -9.37786 -6.88243
C 9.19328 -3.83601 -1.72329
H 12.98265 0.07082 -6.52650
H 14.95060 -13.49843 -2.51085
H 5.96884 -7.27277 -1.56325
H 9.66201 -8.94420 -7.24822
H 12.65043 -5.60968 -6.74297
H 14.23261 -10.14433 -5.19781
H 17.88956 -15.79400 -2.84956
H 4.61847 -8.42789 -6.47060
H 10.98501 -12.56330 -7.48853
H 4.80508 -12.30624 -1.67932
H 6.46270 -10.11587 -0.57291
H 7.10404 -13.32449 -7.93756
H 14.35443 -15.02824 -3.06602
H 10.00658 -3.74678 -2.44395
H 6.75468 -10.34456 -2.26913
H 12.43055 -12.33940 -4.72786
H 9.03826 -6.46509 1.61014
H 5.06043 -9.35337 -7.96708
H 13.92823 -8.24817 -2.87015
H 14.93340 -12.67368 -4.83689
H 6.68794 -9.64616 -11.94998
H 9.36835 -7.34333 0.20836
H 15.29774 -14.81213 -5.57674
H 4.92110 -5.73870 -4.91305
H 9.86913 -10.66836 -10.47975
H 14.57541 -8.41311 -5.15527
H 14.73444 -9.08893 -9.73536
H 11.86813 -1.87648 -7.28863
H 6.75640 -5.02396 -0.91541
H 12.08462 -7.64249 -10.45375
H 16.29051 -16.39280 -2.54487
H 15.16261 -4.87120 -2.97399
H 10.47508 -12.61549 -11.96915
H 7.91877 -8.67300 -5.57154
H 15.20435 -6.24400 -3.91048
H 7.93551 -6.53668 -2.76605
H 12.98042 -8.95267 -5.43145
H 11.03398 -0.97135 -4.67103
H 13.21781 -3.38776 -5.45050
H 9.25780 -14.14280 -10.57262
H 3.56911 -11.73466 1.88623
H 13.76479 -15.13719 -5.42806
H 15.55978 -8.91392 -0.95691
H 7.99620 -12.32805 -2.68787
H 8.87330 -8.09091 -10.76192
H 7.35904 -10.98236 -7.60017
H 8.22730 -8.01181 1.46448
H 8.17164 -6.83924 -9.61730
H 6.07196 -9.83922 -5.01280
H 6.09625 -7.90129 -9.67921
H 6.81522 -10.26400 -10.22721
H 6.33950 -8.02914 -3.13248
H 13.63167 -7.57636 -11.29963
H 12.54705 -8.29656 -7.61226
H 7.45403 -12.50063 -0.21647
H 9.40796 -7.27725 -7.68835
H 9.31828 -6.00193 -3.34784
H 7.46874 -8.53778 -7.13293
H 10.10149 -1.72553 -5.79133
H 13.54888 -0.74337 -4.99577
H 12.06133 -10.08366 -9.23122
H 9.51535 -3.24877 -0.86210
H 8.09595 -10.53064 -1.06470
H 12.33166 -13.91041 -3.91515
H 12.00747 -5.77868 -5.09613
H 14.00054 -10.65132 -1.59688
H 13.62119 -5.40700 -3.36775
H 9.66647 -5.84850 -1.06636
H 7.59695 -11.63730 -12.56869
H 6.25287 -14.13781 -6.64403
H 11.87369 -3.02545 -4.46993
H 12.80491 -9.96231 -0.64613
H 8.74854 -12.28784 -13.72988
H 9.03706 -10.73055 -12.90335
H 14.61461 -7.04695 0.19974
H 7.86182 -4.49980 0.36884
H 10.43746 -8.39536 -8.65071
H 7.80353 -11.14483 -5.97140
H 13.48438 -10.85211 -9.51649
H 7.07072 -7.43676 -12.39351
H 14.13720 -10.53196 0.19523
H 7.87659 -13.77936 -11.17559
H 5.09893 -13.66545 -0.75652
H 4.19633 -10.06948 -6.52498
H 14.07839 -7.54563 -7.72919
H 6.85795 -6.28423 -11.47028
H 12.93961 -7.46131 -1.73081
H 10.74844 -10.95738 -7.99899
H 8.64320 -11.60027 -9.75208
H 6.63738 -12.86163 -3.03370
H 3.30280 -13.22901 0.95476
H 13.43255 -6.70273 -9.81765
H 9.28523 -11.90343 -7.76872
H 14.12974 -1.20850 -6.55086
H 16.99815 -14.88682 -1.66584
H 7.83156 -13.30374 -6.30274
H 6.09623 -7.09887 -4.88173
H 12.99458 -12.42482 -3.22851
H 10.87025 -5.89848 -6.42204
H 8.37831 -3.26175 -2.16438
H 13.52816 -7.97955 0.89811
H 5.30500 -9.64796 -10.93341
H 2.93006 -11.64064 0.27094
```

Values from the calculation:
Kohn-Sham gap: 0.3111 hartree
relative energy (zero: lowest compared OMol25 entry of this formula, charge and spin): 0.0 kcal per mole
net charge: -1
E_LUMO: 2.07 eV

Löwdin population analysis, charges in e, atoms 1 to 6: 0.859, -0.278, -0.278, -0.277, -0.261, -0.247

No. 4
The following is a quantum chemistry calculation of a cluster of 2 separate species, C5H14N2O2 in total, from the OMol25 dataset.

Structure (XYZ):
```
23
Properties=species:S:1:pos:R:3
O -1.46225 0.69550 1.37694
O -0.95637 -1.65130 0.19302
N -0.04487 0.76973 1.28309
N 0.37047 -0.46128 -1.22918
C -1.10397 1.29977 -2.13932
C 0.56854 0.80621 2.59558
C -0.68560 -0.16717 -2.17674
C 1.42724 -1.72767 0.54947
C 0.15787 -1.24721 -0.11740
H -0.26143 1.94042 -2.39751
H 1.31496 -0.23699 -1.49486
H -1.66016 -0.21546 1.06789
H 0.21026 1.63580 3.21197
H 1.82456 -2.56199 -0.02341
H 0.33523 -0.12770 3.10570
H 2.17247 -0.94032 0.60181
H -1.44906 1.55783 -1.14118
H 0.19010 1.57437 0.65727
H -1.90540 1.47480 -2.85370
H 1.19759 -2.06870 1.55404
H -1.53710 -0.79636 -1.90804
H 1.64641 0.89056 2.46638
H -0.34950 -0.44284 -3.18181
```

Values from the calculation:
Kohn-Sham gap: 0.3519 hartree
SMILES: CCNC(C)=O.CNO
relative energy (zero: lowest compared OMol25 entry of this formula, charge and spin): 52.1 kcal per mole
E_LUMO: 0.85 eV

Löwdin population analysis, charges in e, atoms 1 to 6: -0.084, 0.006, -0.192, 0.032, -0.086, -0.105